C27H25BCl3N6O4Zr | ωB97M-V with the def2-TZVPD basis set

Output
Energy: -85039.5716 eV
Gap between HOMO and LUMO: 7.00 eV

```
! RIJCOSX wB97M-V def2-TZVPD def2/J DEFGRID3
* xyz 3 1
Zr 0.3384 -0.3288 -0.1103
C -1.8189 -1.5595 -2.2459
C -2.6094 -0.7667 -1.2490
C -3.9815 -0.6074 -1.3861
C -4.6770 0.0951 -0.4216
C -3.9910 0.6305 0.6625
C -2.6275 0.4458 0.7446
N -1.9539 -0.2481 -0.1999
C -1.7854 0.9770 1.8376
C -2.2790 1.7124 2.8976
C -1.3937 2.1690 3.8626
C -0.0482 1.8705 3.7504
C 0.3916 1.1287 2.6641
N -0.4714 0.6991 1.7267
C 1.8002 0.7264 2.4763
C 2.8147 1.2319 3.2580
C 4.1037 0.7399 3.0857
C 4.3079 -0.2737 2.1775
C 3.2475 -0.7361 1.4008
C 3.4819 -1.8851 0.4674
N 2.0210 -0.1995 1.5090
H -2.1955 -1.4099 -3.2569
H -1.9004 -2.6248 -2.0227
H -0.7549 -1.2948 -2.2772
H -4.4854 -1.0333 -2.2432
H -5.7467 0.2332 -0.5082
H -4.5253 1.1865 1.4179
H -3.3329 1.9309 2.9793
H -1.7553 2.7484 4.7017
H 0.6417 2.2018 4.5109
H 2.6211 1.9951 3.9957
H 4.9224 1.1271 3.6775
H 5.2830 -0.7259 2.0550
H 3.9582 -2.6969 1.0185
H 4.1588 -1.6097 -0.3428
H 2.5555 -2.2689 0.0433
C -1.0294 -3.3101 3.2413
O -0.6884 -4.0526 2.0381
C -0.1913 -3.4061 1.0314
O -0.0140 -2.1667 1.0159
N 0.1219 -4.1886 -0.0081
N 0.6587 -3.6151 -1.1653
H -1.4627 -4.0477 3.9056
H -1.7549 -2.5379 2.9984
H -0.1278 -2.8834 3.6729
H 0.0079 -5.1905 0.0849
H 0.0888 -3.8845 -1.9613
H 1.5909 -3.9892 -1.3202
Cl 3.0895 0.3934 -5.0084
C 3.7471 -0.5513 -3.6797
Cl 5.1138 0.2478 -2.9163
Cl 4.1472 -2.1957 -4.1766
C 2.6904 -0.6598 -2.6584
N 1.8708 -0.7422 -1.8628
O 0.6994 3.2089 -0.7694
B 0.7587 1.8654 -0.6351
O -0.0772 1.2320 -1.6229
C -0.7111 2.2929 -2.3083
C -1.6218 2.2412 -3.3362
C -2.0361 3.4755 -3.8290
C -1.5399 4.6697 -3.3113
C -0.6069 4.6961 -2.2784
C -0.2072 3.4728 -1.7931
H -1.9835 1.3111 -3.7529
H -2.7512 3.5084 -4.6392
H -1.8846 5.6052 -3.7300
H -0.2112 5.6205 -1.8821
*
```

***

C2H6S2 | ωB97M-V with the def2-TZVPD basis set

Output
Energy: -23840.2348 eV
Gap between HOMO and LUMO: 9.57 eV
SMILES: C=C.SS

```
! RIJCOSX wB97M-V def2-TZVPD def2/J DEFGRID3
* xyz 0 1
C 0.3844 0.1389 -2.1024
C 0.5891 0.9515 -1.0597
H 1.2684 -0.3684 -2.4736
H -0.5316 0.1352 -2.6730
H 1.5635 1.3773 -0.8508
H -0.2553 1.3228 -0.4819
S -1.6591 -0.1179 2.2244
S -0.3412 -1.7422 1.7471
H -1.8341 -0.4605 3.5168
H 0.8160 -1.2368 2.1532
*
```

***

C6H18N3 | ωB97M-V with the def2-TZVPD basis set

Output
Energy: -10975.6023 eV
Gap between HOMO and LUMO: 10.24 eV

```
! RIJCOSX wB97M-V def2-TZVPD def2/J DEFGRID3
* xyz 1 1
C 2.0297 2.5521 0.6210
C 2.0556 1.2707 1.5179
C 0.5572 1.1422 -1.1912
N 0.9900 2.2348 -0.4958
N 1.2928 0.0333 -1.3548
N -0.7151 1.1447 -1.6218
H 1.8078 3.6481 0.9599
H 3.1997 2.5005 0.3714
H 1.3576 0.4780 1.3074
H 1.7502 1.7790 2.4225
H 0.7563 3.1735 -0.9134
H 2.1865 -0.1443 -0.9309
H 1.0846 -0.9102 -1.5704
H -1.4828 1.5175 -1.1069
H -0.9308 0.7640 -2.6165
H 3.0632 0.7283 1.6764
C -2.0584 -1.6457 -0.1601
C -0.9617 -2.6986 -0.4827
C -2.1652 -1.5590 1.3586
H -1.8214 -0.6576 -0.6037
H -2.9190 -2.0302 -0.7132
H -1.0470 -2.8921 -1.5773
H -2.5857 -2.3795 1.9799
H -1.2562 -1.2231 1.9413
H -1.1468 -3.7164 -0.2561
H 0.0271 -2.2901 -0.0238
H -3.0681 -0.8200 1.4623
*
```

***

C4H7PS | ωB97M-V with the def2-TZVPD basis set

Output
Energy: -24382.6763 eV
Gap between HOMO and LUMO: 10.00 eV
SMILES: S[C@@H]1C[C@H]2P[C@@H]12

```
! RIJCOSX wB97M-V def2-TZVPD def2/J DEFGRID3
* xyz 0 1
S -2.4614 0.4779 -0.0605
C -0.7453 0.4613 -0.5504
C -0.1289 -0.9253 -0.8037
C 0.7773 -0.7402 0.3471
P 1.8964 0.6337 -0.2824
C 0.2676 0.7013 0.5549
H -2.1168 0.6457 1.1944
H -0.7436 1.2298 -1.4347
H 0.2079 -1.2039 -1.7930
H -0.9547 -1.6691 -0.5499
H 0.9027 -1.4279 1.1866
H 3.0139 0.6579 0.7544
H 0.0849 1.1588 1.4372
*
```

***

C3H7N3 | ωB97M-V with the def2-TZVPD basis set

Output
Energy: -7692.9594 eV
Gap between HOMO and LUMO: 9.77 eV
SMILES: N[C@H]1C=NNC1

```
! RIJCOSX wB97M-V def2-TZVPD def2/J DEFGRID3
* xyz 0 1
N -1.5893 -0.2412 -0.6439
C -0.6736 -0.2784 0.4911
C 0.4184 -1.2902 0.2594
N 1.4311 -0.8715 -0.3774
N 1.2883 0.4583 -0.5634
C 0.3227 0.9972 0.3896
H -2.0176 0.7127 -0.7332
H -1.1632 -0.4586 -1.5941
H -1.2479 -0.5310 1.3713
H 0.4956 -2.3783 0.4528
H 2.2045 0.9298 -0.4994
H 0.6784 1.0319 1.3983
H -0.1474 1.9193 0.0490
*
```